{
  "formula": "C10H12O2",
  "method": "ωB97M-V/def2-TZVPD",
  "species": ["C", "C", "C", "C", "C", "C", "C", "C", "C", "C", "O", "O", "H", "H", "H", "H", "H", "H", "H", "H", "H", "H", "H", "H"],
  "positions_angstrom": [[-2.954, -0.741, -0.186], [-2.551, -0.353, 1.086], [-2.172, -0.309, -1.289], [-1.348, 0.363, 1.280], [-1.112, 0.466, -1.084], [-0.582, 0.748, 0.180], [2.812, -0.339, -0.987], [1.999, -0.746, -0.078], [1.251, -1.944, 0.269], [0.402, 1.738, 0.389], [1.054, 2.192, -0.702], [0.916, 2.132, 1.624], [-3.737, -1.545, -0.279], [-3.170, -0.600, 1.972], [-2.626, -0.235, -2.311], [-1.046, 0.630, 2.257], [-0.414, 0.831, -1.913], [3.272, 0.718, -1.066], [3.316, -1.178, -1.781], [0.143, -1.528, 0.538], [1.703, -2.317, 1.275], [1.439, -2.688, -0.542], [1.708, 3.003, -0.571], [1.697, 1.701, 1.918]],
  "forces_ev_per_a": [[-0.1423, -1.2818, 0.0980], [0.5730, 0.0013, 0.6616], [-3.0218, 0.1004, -0.9974], [-1.6376, -1.1052, -0.3284], [4.0028, 1.3411, -1.7922], [-0.8061, 1.4555, 1.4153], [3.0367, -0.1409, -2.4632], [-0.2740, 0.1712, 0.0569], [-0.7974, 0.6831, 2.5077], [2.2112, -0.2757, 0.5019], [1.9866, 2.6451, -0.2556], [-2.3433, 0.8050, -1.2391], [0.5488, 1.4224, -0.1380], [0.5337, -0.0093, -0.6680], [0.6390, -1.0382, 0.8722], [0.2037, 0.3056, 0.8493], [-1.6216, -0.4591, 0.8000], [-0.9456, -1.8686, 0.0797], [-1.4020, 2.2275, 1.9498], [2.2948, -1.8282, -1.0292], [-0.9377, 0.2584, -1.6956], [-0.8901, 0.2456, 0.6469], [-2.3450, -2.6118, 0.2515], [1.1337, -1.0430, -0.0841]],
  "de_lowest_kcal_mol": 132.0,
  "homo_ev": [-6.43, -8.03]
}